(1)
C28H27F5GeIrN3O7Te | ωB97M-V with the def2-TZVPD basis set

The spin multiplicity is 2. As for the energy above the lowest of the compared OMol25 structures with the same formula, charge and spin: 0.0 kcal per mole. The total energy comes out at -4722.70639 a.u. As for the LUMO energy (alpha / beta): 0.98 / 0.71 eV. Its total charge is -1. For the molecular weight, the calculation gives 1005.0 g/mol. The HOMO-LUMO gap (alpha / beta) is 0.223 / 0.208 Ha.

Positions of all 73 atoms, in Å:
Ir 0.08292 0.15138 1.66737
C 0.31370 4.33907 0.73161
O 0.48030 2.96896 0.40451
C 0.52286 2.58478 -0.86556
C 0.87661 3.46846 -1.88767
C 0.98095 3.05508 -3.20282
C 0.73038 1.73124 -3.52353
C 0.34443 0.85072 -2.53103
C 0.20124 1.23814 -1.19125
N -0.28011 0.30538 -0.24797
N -0.88969 -0.77028 -0.91033
C -0.18282 -2.09676 -0.95027
C 0.89905 -2.32610 0.02343
O 1.03706 -1.68430 1.07231
C 1.84487 -3.39448 -0.25657
C 1.80667 -4.06893 -1.41237
C 0.85348 -3.77736 -2.46425
C 0.90471 -4.45240 -3.68533
C 0.01926 -4.13787 -4.69699
C -0.92439 -3.13461 -4.49465
C -0.98962 -2.46610 -3.28550
C -0.10847 -2.78443 -2.25598
H 1.24570 4.89566 0.58183
H 0.03983 4.34682 1.78225
H -0.50018 4.76958 0.15012
H 1.06842 4.49983 -1.63079
H 1.25751 3.76667 -3.97100
H 0.81799 1.38068 -4.54405
H 0.12784 -0.16713 -2.80874
H 2.58274 -3.59489 0.50835
H 2.53083 -4.85466 -1.59969
H 1.65405 -5.22161 -3.83137
H 0.06547 -4.66112 -5.64307
H -1.61236 -2.87043 -5.28775
H -1.70997 -1.67471 -3.13145
O 0.60847 -0.17188 3.63576
C 1.46478 0.52640 4.18372
C 2.41490 1.41170 3.58161
C 3.25875 2.09656 4.46222
C 4.26645 2.89155 3.98692
C 4.48446 3.02511 2.60382
C 3.68681 2.35905 1.72513
C 2.60819 1.53346 2.16570
O 1.91427 0.94671 1.27136
N 5.13549 3.58421 4.92005
O 6.03087 4.27565 4.46203
O 4.94175 3.43335 6.11453
H 1.52657 0.43303 5.27375
H 3.11982 1.99730 5.53066
H 5.28657 3.66271 2.26111
H 3.82200 2.45112 0.65565
F -1.64817 -0.64636 2.22053
Te -2.57797 2.13820 2.29418
F -1.96000 3.90447 2.58380
F -4.32008 3.13663 2.28253
F -2.36795 2.65898 0.36181
F -2.63814 2.13013 4.26047
O -0.60099 1.78756 2.40013
C -4.26470 -2.45845 0.99711
Ge -3.36408 -2.33138 -0.72263
C -4.09390 -0.86342 -1.76952
C -3.45734 -4.05713 -1.64963
C -1.51143 -1.84851 -0.21685
H -5.33876 -2.59122 0.86106
H -4.07881 -1.54995 1.56809
H -3.87659 -3.30272 1.56898
H -5.18116 -0.94475 -1.81261
H -3.71048 -0.84439 -2.78969
H -3.83260 0.08001 -1.28693
H -4.45804 -4.47481 -1.52528
H -2.73966 -4.75870 -1.21986
H -3.24692 -3.96427 -2.71343
H -1.39364 -1.87024 0.86193

***

(2)
C28H27F5N4O4 | ωB97M-V with the def2-TZVPD basis set

The total energy comes out at -2102.47650 a.u. As for the LUMO energy: -2.36 eV. For the molecular weight, the calculation gives 578.5 g/mol. The HOMO-LUMO gap is 0.164 Ha.

Positions of all 68 atoms, in Å:
C -3.60302 1.76710 0.98460
N -2.75886 0.70246 0.48982
C -3.01314 -0.60735 0.79703
O -3.89997 -1.00815 1.54325
C -1.97219 -1.45103 0.06156
C -2.61153 -2.23034 -1.07396
C -3.65657 -3.19002 -0.59184
C -5.01880 -2.88347 -0.63303
F -5.41379 -1.69789 -1.16381
C -5.99356 -3.74083 -0.12850
F -7.29741 -3.39476 -0.15999
C -5.61053 -4.97804 0.39558
F -6.54182 -5.83807 0.85038
C -4.26005 -5.32959 0.41782
F -3.88749 -6.54180 0.87796
C -3.30842 -4.43227 -0.06369
F -1.99450 -4.78495 -0.01263
N -1.01064 -0.43761 -0.38116
C 0.13305 -0.79176 -0.99753
C 1.06322 0.11365 -1.49562
C 2.23909 -0.22221 -2.15625
C 3.18772 0.72618 -2.68687
C 4.39141 0.29098 -3.30762
C 5.32968 1.20298 -3.77329
C 5.10127 2.58072 -3.64677
C 3.91704 3.03091 -3.05569
C 2.97102 2.12675 -2.59131
C -1.47217 0.95003 -0.16069
C -1.69724 1.70152 -1.48477
C -0.53477 1.70945 0.78074
H -4.50920 1.31292 1.39032
H -3.09717 2.33937 1.77374
H -3.86078 2.45123 0.16699
H -1.50042 -2.15439 0.76862
H -3.08043 -1.51588 -1.76184
H -1.82240 -2.77764 -1.60044
H 0.28840 -1.87163 -1.07808
H 0.85312 1.17153 -1.35144
H 2.45064 -1.28618 -2.30651
H 4.55651 -0.78387 -3.39498
H 6.24839 0.84695 -4.23683
H 5.83756 3.30035 -4.00190
H 3.72072 4.09605 -2.94260
H 2.05631 2.49615 -2.12796
H -2.44072 1.15393 -2.08094
H -2.06550 2.71258 -1.27088
H -0.77569 1.77827 -2.06579
H -0.48230 1.17473 1.73871
H 0.47562 1.76616 0.36807
H -0.90947 2.72780 0.94817
C 2.76030 3.54455 2.47311
N 2.77752 2.11493 2.28800
C 3.54701 1.60368 1.21563
O 4.13040 2.43846 0.49605
C 3.54395 0.20868 1.05966
C 2.80575 -0.65211 1.88727
O 2.68253 -1.88688 1.76930
N 2.11191 -0.04054 2.96201
C 1.42060 -0.90355 3.88392
C 2.02606 1.33853 3.17856
O 1.33285 1.83059 4.07164
H 2.12728 3.75237 3.33504
H 3.78179 3.90388 2.64587
H 2.36646 4.04165 1.57670
H 4.10548 -0.21461 0.24535
H 0.97354 -0.27078 4.64892
H 0.64858 -1.48718 3.36596
H 2.13781 -1.60270 4.32886

***

(3)
C28H27FeN2S2 | ωB97M-V with the def2-TZVPD basis set

The spin multiplicity is 2. As for the energy above the lowest of the compared OMol25 structures with the same formula, charge and spin: 15.6 kcal per mole. The total energy comes out at -3252.77795 a.u. As for the LUMO energy (alpha / beta): -0.01 / 0.13 eV. For the molecular weight, the calculation gives 511.5 g/mol. The HOMO-LUMO gap (alpha / beta) is 0.254 / 0.277 Ha.

Positions of all 60 atoms, in Å:
Fe 0.37567 0.26253 -0.19013
C -0.26747 2.40154 -0.28689
C -0.89491 1.95699 0.95785
C -1.84234 0.99210 0.62749
C -1.80728 0.79279 -0.77937
C -0.87083 1.73597 -1.34128
C -0.61310 2.02732 -2.78530
C -2.76826 -0.05880 -1.53616
C -2.77130 0.28271 1.55991
C -0.68524 2.61185 2.28345
C 0.77197 3.47638 -0.40266
H 0.45496 2.15282 -2.96995
H -1.10556 2.95374 -3.09374
H -0.97859 1.23880 -3.43833
H -3.78933 0.25846 -1.30736
H -2.68787 -1.11455 -1.26082
H -2.62171 0.01477 -2.61145
H -3.76884 0.73132 1.54720
H -2.40942 0.32005 2.58909
H -2.89115 -0.77238 1.29135
H -0.78893 1.91161 3.11107
H -1.43411 3.39515 2.43534
H 0.29694 3.07497 2.35386
H 0.39812 4.31474 -0.99697
H 1.67926 3.10534 -0.88400
H 1.06669 3.86388 0.56937
S 2.22014 0.78831 1.14101
C 2.99998 0.68918 -0.38813
C 4.38820 0.60606 -0.59165
C 4.86581 0.49786 -1.87071
C 3.96693 0.47519 -2.93935
C 2.62312 0.54509 -2.65964
N 2.13306 0.64450 -1.41292
H 5.04662 0.62130 0.26491
H 5.93117 0.43154 -2.05139
H 4.30370 0.40645 -3.96350
H 1.90843 0.55870 -3.46618
S -1.33826 -3.45497 1.72769
C -0.79543 -2.51252 3.07370
C -0.94315 -2.79702 4.42817
C -0.38542 -1.92545 5.33937
C 0.32337 -0.80208 4.90346
C 0.46451 -0.51914 3.56088
C -0.12651 -1.36908 2.62519
N -0.08736 -1.24735 1.22836
C -0.64543 -2.28400 0.66607
C -0.64132 -2.36695 -0.77832
C -1.11867 -3.47842 -1.47334
C -1.07076 -3.48381 -2.85081
C -0.54986 -2.37105 -3.50185
C -0.09417 -1.27194 -2.79015
C -0.11363 -1.21831 -1.39012
H -1.47137 -3.68222 4.75559
H -0.48102 -2.12462 6.39813
H 0.78026 -0.14667 5.63323
H 1.03569 0.33233 3.23362
H -1.50991 -4.33778 -0.93977
H -1.42772 -4.33650 -3.41215
H -0.50888 -2.36192 -4.58489
H 0.27052 -0.43483 -3.35605